No. 1
DFT (ωB97M-V with the def2-TZVPD basis set) results for a structure of composition C30H28N2SiTl.

Positions of all 62 atoms, in Å:
C  0.642  2.612  0.697
C  -0.278  3.073  -0.284
C  -1.512  3.354  0.366
H  -0.079  3.204  -1.343
C  -1.350  3.088  1.752
C  -0.018  2.626  1.957
H  0.429  2.367  2.912
H  1.674  2.316  0.519
H  -2.414  3.716  -0.121
H  -2.100  3.240  2.524
Tl  -1.827  -0.237  1.197
C  -1.892  -1.984  -3.203
H  -2.907  -1.612  -3.052
H  -1.898  -3.034  -3.589
H  -1.427  -1.423  -4.081
Si  -0.466  -0.494  -2.754
C  1.314  -0.434  -3.113
C  1.867  0.780  -2.677
H  1.206  1.541  -2.253
C  3.239  1.014  -2.758
H  3.622  1.980  -2.432
C  4.084  0.010  -3.245
H  5.157  0.208  -3.325
C  3.541  -1.231  -3.616
H  4.214  -2.027  -3.932
C  2.157  -1.455  -3.580
H  1.739  -2.413  -3.897
C  -1.341  1.096  -3.117
C  -0.967  2.037  -4.101
H  -0.057  1.897  -4.694
C  -1.803  3.135  -4.395
H  -1.536  3.814  -5.204
C  -2.998  3.376  -3.710
H  -3.651  4.223  -3.957
C  -3.311  2.497  -2.669
H  -4.215  2.665  -2.084
C  -2.521  1.370  -2.398
H  -2.871  0.670  -1.632
H  -0.434  -0.533  -1.276
H  -1.225  -2.091  -2.225
C  2.156  -3.154  0.890
C  1.451  -1.956  0.682
N  0.677  -1.410  1.630
C  0.649  -1.937  2.876
C  1.290  -3.188  3.157
C  2.038  -3.788  2.121
C  1.143  -3.765  4.455
C  0.485  -3.109  5.468
C  -0.099  -1.820  5.265
C  -0.742  -1.081  6.283
C  -1.320  0.146  5.994
C  -1.264  0.624  4.676
N  -0.701  -0.084  3.687
C  -0.061  -1.244  3.953
H  2.765  -3.550  0.081
H  1.506  -1.428  -0.276
H  2.529  -4.741  2.313
H  1.585  -4.747  4.633
H  0.394  -3.555  6.462
H  -0.767  -1.500  7.289
H  -1.819  0.753  6.748
H  -1.682  1.595  4.403

As for the net charge: +1. As for the HOMO energy: -8.157 eV. The energy above the lowest of the compared OMol25 structures with the same formula, charge and spin comes out at 0.00 kJ/mol. For the LUMO energy, the calculation gives -3.3 eV. The value obtained for the gap between HOMO and LUMO is 4.81 eV.

These are the Mulliken partial charges, in e, on atoms 1 to 2: C -0.87; C -0.31

=====

No. 2
DFT (ωB97M-V with the def2-TZVPD basis set) results for a cluster of 9 separate species, C25H27F7N2O21 in total.

Positions of all 82 atoms, in Å:
O  3.278  7.124  1.054
C  3.535  6.038  1.446
O  3.808  4.970  0.669
C  3.958  3.817  1.484
C  4.078  4.395  2.885
F  5.433  4.543  3.181
O  3.547  5.672  2.764
H  3.022  3.253  1.453
H  4.789  3.181  1.207
H  3.650  3.847  3.716
O  -0.449  -5.837  -0.306
C  0.310  -4.938  -0.439
O  0.039  -3.786  -1.076
C  1.092  -2.841  -0.871
C  2.231  -3.725  -0.352
F  2.842  -3.188  0.732
O  1.572  -4.908  0.064
H  1.347  -2.451  -1.857
H  0.806  -1.999  -0.245
H  2.959  -4.000  -1.113
O  -0.214  0.278  -3.096
C  -0.593  1.081  -3.888
O  -0.163  1.153  -5.164
C  -1.050  2.018  -5.886
C  -1.658  2.852  -4.777
F  -2.976  3.092  -4.990
O  -1.508  2.038  -3.624
H  -0.505  2.639  -6.590
H  -1.809  1.416  -6.382
H  -1.198  3.826  -4.605
O  -1.503  -1.675  1.196
C  -2.242  -2.580  1.399
O  -2.854  -3.276  0.424
C  -3.677  -4.284  1.016
C  -3.387  -4.193  2.507
F  -2.782  -5.310  2.990
O  -2.511  -3.099  2.615
H  -4.721  -4.024  0.826
H  -3.481  -5.239  0.537
H  -4.259  -3.999  3.128
O  -6.821  -0.813  -3.437
C  -5.963  -0.347  -2.772
O  -4.668  -0.750  -2.773
C  -4.035  -0.124  -1.641
C  -4.821  1.160  -1.602
F  -4.441  1.995  -2.617
O  -6.111  0.675  -1.870
H  -4.234  -0.755  -0.777
H  -2.969  0.008  -1.794
H  -4.825  1.738  -0.684
O  0.081  -0.136  6.097
C  0.906  -0.091  5.250
O  0.688  -0.387  3.949
C  1.852  -0.028  3.200
C  2.925  -0.147  4.274
F  3.930  0.749  4.075
O  2.216  0.254  5.433
H  2.000  -0.734  2.388
H  1.827  0.994  2.828
H  3.372  -1.133  4.390
O  5.493  -1.566  -1.121
C  4.877  -0.840  -1.819
O  3.550  -0.943  -2.082
C  3.142  0.190  -2.843
C  4.462  0.599  -3.481
F  4.550  1.932  -3.712
O  5.399  0.222  -2.502
H  2.399  -0.100  -3.582
H  2.725  0.989  -2.229
H  4.658  0.092  -4.427
C  -0.686  0.848  -0.145
C  0.706  1.147  0.063
N  1.806  1.385  0.285
H  -0.782  0.012  -0.833
H  -1.164  1.664  -0.701
H  -1.303  0.725  0.741
C  -3.203  -0.187  4.542
C  -3.377  0.136  3.134
N  -3.481  0.399  2.021
H  -3.114  0.740  5.111
H  -2.269  -0.735  4.664
H  -4.052  -0.716  4.967

As for the net charge: 0. As for the HOMO energy: -11.396 eV. The energy above the lowest of the compared OMol25 structures with the same formula, charge and spin comes out at 0.00 kJ/mol. Its SMILES is O=C1OC[C@@H](F)O1.O=C1OC[C@@H](F)O1.O=C1OC[C@@H](F)O1.O=C1OC[C@@H](F)O1.O=C1OC[C@@H](F)O1.O=C1OC[C@@H](F)O1.O=C1OC[C@@H](F)O1.CC#N.CC#N. For the LUMO energy, the calculation gives 0.0 eV. The value obtained for the gap between HOMO and LUMO is 11.43 eV.

These are the Mulliken partial charges, in e, on atoms 1 to 2: O -0.51; C 0.59

=====

No. 3
DFT (ωB97M-V with the def2-TZVPD basis set) results for a cluster of 2 separate species, H3O2 in total.

Positions of all 5 atoms, in Å:
O  -0.692  -1.069  -0.251
H  -0.319  -1.242  -1.120
O  0.101  1.057  0.641
H  1.036  1.232  0.483
H  -0.125  0.022  0.247

As for the net charge: -1. As for the HOMO energy: -3.271 eV. The energy above the lowest of the compared OMol25 structures with the same formula, charge and spin comes out at 6.85 kJ/mol. For the LUMO energy, the calculation gives 5.5 eV. The value obtained for the gap between HOMO and LUMO is 8.73 eV.

These are the Mulliken partial charges, in e, on atoms 1 to 2: O -1.00; H 0.18

=====

No. 4
DFT (ωB97M-V with the def2-TZVPD basis set) results for a structure of composition C33H28N9O2Pd.

Positions of all 73 atoms, in Å:
Pd  -0.040  -2.050  0.592
N  1.212  -2.001  4.582
C  -0.105  -2.299  4.841
C  -0.674  -2.527  3.634
N  0.273  -2.374  2.653
C  1.403  -2.056  3.251
C  2.661  -1.882  2.543
N  2.717  -1.779  1.241
C  4.051  -1.747  0.927
C  4.802  -1.823  2.062
N  3.902  -1.914  3.095
H  1.884  -1.704  5.268
H  -0.511  -2.299  5.836
H  -1.690  -2.799  3.409
H  4.394  -1.641  -0.088
H  5.865  -1.829  2.227
H  4.140  -2.018  4.066
C  2.261  -2.324  -4.436
C  0.929  -2.157  -4.798
C  -0.052  -2.050  -3.828
C  0.323  -2.113  -2.494
C  1.645  -2.280  -2.117
C  2.619  -2.389  -3.098
N  -0.649  -1.998  -1.431
N  -1.822  -1.918  -1.792
C  -2.871  -1.799  -0.807
C  -4.136  -1.674  -1.351
C  -5.204  -1.521  -0.475
C  -4.948  -1.483  0.883
C  -3.634  -1.614  1.323
N  -2.615  -1.788  0.492
H  3.021  -2.399  -5.202
H  0.655  -2.105  -5.842
H  -1.088  -1.908  -4.095
H  1.905  -2.307  -1.065
H  3.657  -2.518  -2.819
H  -4.260  -1.686  -2.424
H  -6.212  -1.422  -0.854
H  -5.745  -1.349  1.601
H  -3.393  -1.549  2.377
O  -0.335  0.353  3.060
C  -0.238  0.774  1.920
N  -0.313  2.084  1.568
C  -0.129  2.307  0.149
C  0.000  0.846  -0.315
O  0.094  0.518  -1.481
N  -0.049  0.007  0.761
C  -1.376  2.900  -0.508
C  -1.299  3.858  -1.507
C  -2.458  4.339  -2.106
C  -3.698  3.861  -1.716
C  -3.779  2.892  -0.723
C  -2.625  2.415  -0.125
C  1.141  3.110  -0.113
C  1.254  4.361  0.492
C  2.391  5.132  0.324
C  3.437  4.660  -0.460
C  3.328  3.423  -1.072
C  2.185  2.648  -0.903
H  -0.486  2.802  2.249
H  -0.336  4.231  -1.827
H  -2.386  5.092  -2.880
H  -4.598  4.240  -2.181
H  -4.744  2.512  -0.412
H  -2.692  1.662  0.654
H  0.436  4.745  1.091
H  2.459  6.102  0.799
H  4.327  5.260  -0.596
H  4.135  3.054  -1.692
H  2.104  1.695  -1.406
C  -0.099  -3.870  0.405
H  0.212  -4.397  -0.500
H  -0.531  -4.524  1.164

As for the net charge: +1. As for the HOMO energy: -10.828 eV. The energy above the lowest of the compared OMol25 structures with the same formula, charge and spin comes out at 87.10 kJ/mol. For the LUMO energy, the calculation gives -4.4 eV. The value obtained for the gap between HOMO and LUMO is 6.42 eV.

These are the Mulliken partial charges, in e, on atoms 1 to 2: Pd 0.96; N -0.09